[1]
The following is a DFT calculation (ωB97M-V/def2-TZVPD) of a 2-piece molecular cluster, CI3P overall.

Last column: Mulliken charge in e.
Geometry (Å):
C 0.281535 -0.348945 1.495719  -0.330
P -0.116359 1.085024 2.041339  -0.008
I 0.658442 0.390008 -1.340372  0.086
I 0.183107 -2.294609 1.493054  0.330
I -1.006724 1.168522 -3.689740  -0.078

Force components x, y, z for each atom (eV/Å):
C -1.1 3.0 1.8
P 1.0 -1.8 -0.9
I -1.4 0.8 -2.1
I 0.2 -1.4 -0.3
I 1.3 -0.6 1.5

Calculated values
HOMO energy ... -0.3239 Ha
Total charge ... 0
SMILES string ... P#CI.II
ΔE to the lowest compared entry with this formula, charge and spin ... 173.95 kJ/mol
Gap between HOMO and LUMO ... 0.2277 Ha



[2]
The following is a DFT calculation (ωB97M-V/def2-TZVPD) of CI6P as an isolated structure.

Last column: Mulliken charge in e.
Geometry (Å):
C 0.377513 0.886809 -0.098168  -0.534
P -0.718202 -0.535450 0.013415  -0.209
I 0.403052 1.709804 -1.970724  0.385
I 3.169599 -0.625650 0.250233  0.086
I 0.253887 2.178061 1.528906  0.364
I -0.069844 -2.102964 -1.693293  0.305
I -0.421982 -1.515059 2.206231  0.287
I -2.994020 0.004450 -0.236597  0.316

Atoms 1-6, force components in eV/Å:
C 1.1 -0.2 0.5
P 0.9 -1.3 0.5
I 0.2 0.2 -0.2
I -1.7 0.8 -0.2
I 0.1 -0.1 -0.3
I -0.3 0.3 0.4

Calculated values
HOMO energy (alpha / beta) ... -0.4599 / -0.4600 Ha
Total charge ... +1
ΔE to the lowest compared entry with this formula, charge and spin ... 43.52 kJ/mol
Gap between HOMO and LUMO (alpha / beta) ... 0.1992 / 0.1993 Ha



[3]
The following is a DFT calculation (ωB97M-V/def2-TZVPD) of a 2-piece molecular cluster, CIN3O overall.

Last column: Mulliken spin population.
Geometry (Å):
C 1.202165 0.550980 -1.058833  0.002
N -1.277317 -0.303675 -0.960564  0.477
N -0.972243 -0.424492 0.114046  -0.026
N -0.944733 -0.432693 1.298292  0.297
O 1.370245 1.201120 -1.954869  0.004
I 0.621882 -0.591240 2.561928  1.246

Force components x, y, z for each atom (eV/Å):
C 0.6 0.0 0.4
N 0.1 -0.2 -2.5
N -1.6 0.3 0.0
N -2.8 0.1 -0.1
O 0.1 0.3 -0.5
I 3.7 -0.4 2.8

Calculated values
<S²> ... 2.0269
HOMO energy (alpha / beta) ... -0.2602 / -0.3539 Ha
Total charge ... 0
ΔE to the lowest compared entry with this formula, charge and spin ... 0.00 kJ/mol
Gap between HOMO and LUMO (alpha / beta) ... 0.2832 / 0.2323 Ha
2S+1 ... 3



[4]
The following is a DFT calculation (ωB97M-V/def2-TZVPD) of CLiO2Sc as an isolated structure.

Last column: Mulliken charge in e.
Geometry (Å):
O 0.570060 3.083570 0.048496  0.037
C 0.426087 1.957019 -0.031178  -0.125
O -0.326126 -1.528874 0.130528  -0.677
Sc -0.774564 -3.334996 0.351038  1.805
Li 0.104543 -0.176719 -0.498884  0.960

Force components x, y, z for each atom (eV/Å):
O -0.4 -3.0 -0.1
C 0.4 3.1 0.1
O -2.5 -9.3 1.8
Sc 1.5 6.0 -0.6
Li 1.0 3.2 -1.2

Calculated values
HOMO energy ... -0.7779 Ha
Total charge ... +2
Gap between HOMO and LUMO ... 0.3521 Ha



[5]
The following is a DFT calculation (ωB97M-V/def2-TZVPD) of a 2-piece molecular cluster, CN2O2 overall.

Last column: Mulliken charge in e.
Geometry (Å):
C -1.136433 0.262297 0.451322  0.546
N -1.707705 1.100970 -0.156792  -0.413
N 1.160768 -0.172314 -0.811776  0.382
O -0.197474 -0.481000 0.748356  -0.478
O 2.160386 -0.132125 -0.241500  -0.037

Force components x, y, z for each atom (eV/Å):
C 0.7 1.3 -1.7
N -0.6 -0.5 0.8
N 3.9 0.1 3.3
O 0.2 -0.7 0.3
O -4.1 -0.1 -2.8

Calculated values
HOMO energy (alpha / beta) ... -0.3881 / -0.3589 Ha
Total charge ... 0
ΔE to the lowest compared entry with this formula, charge and spin ... 617.16 kJ/mol
Gap between HOMO and LUMO (alpha / beta) ... 0.3093 / 0.2531 Ha



[6]
The following is a DFT calculation (ωB97M-V/def2-TZVPD) of one molecule with the formula CN2O2S.

Last column: Mulliken charge in e.
Geometry (Å):
C 1.508040 -0.006402 0.015717  0.427
N 2.594827 0.358013 0.027998  -0.357
N 0.387969 -0.741235 0.029358  -0.322
O -2.229394 -0.921344 0.044030  -0.368
O -1.132208 1.353338 0.004546  -0.365
S -1.129234 -0.042369 -0.121647  0.985

Force components x, y, z for each atom (eV/Å):
C -1.3 -0.4 -0.2
N 0.8 0.7 0.0
N -4.1 0.3 -0.5
O 0.3 0.2 -0.5
O -0.9 1.5 -0.3
S 5.2 -2.3 1.5

Calculated values
HOMO energy (alpha / beta) ... -0.4077 / -0.4077 Ha
Total charge ... 0
SMILES string ... N#CN=S(=O)=O
ΔE to the lowest compared entry with this formula, charge and spin ... 327.97 kJ/mol
Gap between HOMO and LUMO (alpha / beta) ... 0.3080 / 0.3079 Ha



[7]
The following is a DFT calculation (ωB97M-V/def2-TZVPD) of CN3O3 as an isolated structure.

Last column: Mulliken charge in e.
Geometry (Å):
C 1.340865 0.490120 0.029686  0.546
N 2.452325 0.186771 0.048633  -0.623
N -0.872882 -1.118589 0.014114  0.014
N -1.203846 0.067495 0.076305  0.784
O 0.213896 1.055117 -0.099024  -0.550
O -2.264367 0.719099 -0.018803  -0.655
O 0.334011 -1.400013 -0.050908  -0.515

Atoms 1-6, force components in eV/Å:
C -0.3 0.5 -0.4
N 1.9 0.1 0.3
N -0.2 -0.5 0.1
N -1.9 1.4 -0.2
O -0.7 0.4 0.1
O 1.7 -0.8 0.2

Calculated values
HOMO energy (alpha / beta) ... -0.1619 / -0.1620 Ha
Total charge ... -1
ΔE to the lowest compared entry with this formula, charge and spin ... 96.73 kJ/mol
Gap between HOMO and LUMO (alpha / beta) ... 0.3073 / 0.3073 Ha



[8]
The following is a DFT calculation (ωB97M-V/def2-TZVPD) of a 3-piece molecular cluster, CN4O3 overall.

Last column: Mulliken charge in e.
Geometry (Å):
C -5.466082 -1.019179 0.068930  0.392
N -6.557574 -1.410447 0.200274  -0.639
N -3.991205 1.417863 0.288483  0.060
N -4.472181 2.020070 -0.521102  -0.126
N 8.329476 -0.519444 0.166602  0.029
O -4.317799 -0.641993 -0.038491  -0.687
O 8.321007 0.503867 0.913603  -0.515
O 8.154361 -0.350736 -1.078297  -0.514

Atoms 1-6, force components in eV/Å:
C 0.6 -0.2 0.1
N -1.7 -0.4 0.1
N -1.1 3.5 -2.1
N 1.4 -1.7 2.4
N -0.1 0.5 -0.3
O 0.7 -1.3 -0.4

Calculated values
HOMO energy ... -0.0598 Ha
Total charge ... -2
ΔE to the lowest compared entry with this formula, charge and spin ... 58.79 kJ/mol
Gap between HOMO and LUMO ... 0.2831 Ha



[9]
The following is a DFT calculation (ωB97M-V/def2-TZVPD) of a 3-piece molecular cluster, CN4O3 overall.

Last column: Mulliken spin population.
Geometry (Å):
C 6.489292 -1.310359 0.105681  0.000
N 5.891445 -2.285712 -0.098087  0.000
N 6.561022 1.766851 -0.379586  0.000
N 5.632025 2.260252 -0.004715  0.000
N -10.309181 -0.167312 0.294803  1.063
O 7.305929 -0.450186 0.328965  0.000
O -10.894421 -0.875090 -0.598429  0.470
O -10.676113 1.061558 0.351367  0.468

Atoms 1-6, force components in eV/Å:
C 1.4 -0.4 0.2
N -2.0 -1.6 -0.5
N -3.0 2.2 0.9
N 2.9 -1.7 -1.1
N -1.7 1.0 -1.4
O 0.7 1.5 0.5

Calculated values
<S²> ... 2.0119
HOMO energy (alpha / beta) ... 0.0149 / -0.0779 Ha
Total charge ... -2
ΔE to the lowest compared entry with this formula, charge and spin ... 0.00 kJ/mol
Gap between HOMO and LUMO (alpha / beta) ... 0.1940 / 0.2869 Ha
2S+1 ... 3



[10]
The following is a DFT calculation (ωB97M-V/def2-TZVPD) of CNO2S2 as an isolated structure.

Last column: Mulliken charge in e.
Geometry (Å):
C -1.138422 -0.015292 0.045479  0.723
N 1.840803 -0.191339 0.037417  -0.127
O -1.821263 0.900475 0.358242  -0.524
O -0.875988 -1.130294 -0.269006  -0.487
S 0.879308 1.064571 -0.272030  -0.227
S 3.457555 -0.161432 0.098347  -0.358

Force components x, y, z for each atom (eV/Å):
C 0.8 -0.4 -0.8
N 0.4 -0.3 0.0
O -0.7 -0.2 0.3
O -0.7 0.4 0.5
S 0.6 0.2 0.1
S -0.4 0.2 0.0

Calculated values
HOMO energy ... -0.1279 Ha
Total charge ... -1
ΔE to the lowest compared entry with this formula, charge and spin ... 103.53 kJ/mol
Gap between HOMO and LUMO ... 0.2548 Ha



[11]
The following is a DFT calculation (ωB97M-V/def2-TZVPD) of CNO3 as an isolated structure.

Last column: Mulliken charge in e.
Geometry (Å):
C 0.641405 0.263347 -0.021149  0.585
N -1.200591 0.187518 -0.248368  -0.062
O 0.972694 -0.787748 0.470808  -0.586
O 1.183503 1.224209 -0.458183  -0.621
O -1.597009 -0.887326 0.256892  -0.316

Force components x, y, z for each atom (eV/Å):
C -1.1 -2.4 0.3
N 0.0 -2.8 1.6
O 0.0 -0.6 0.6
O 0.1 2.5 -0.9
O 0.9 3.3 -1.6

Calculated values
HOMO energy (alpha / beta) ... -0.1082 / -0.1082 Ha
Total charge ... -1
ΔE to the lowest compared entry with this formula, charge and spin ... 21.45 kJ/mol
Gap between HOMO and LUMO (alpha / beta) ... 0.2775 / 0.2775 Ha



[12]
The following is a DFT calculation (ωB97M-V/def2-TZVPD) of a 2-piece molecular cluster, CNO3P overall.

Last column: Mulliken charge in e.
Geometry (Å):
C -1.930801 -0.874931 1.866014  -0.396
N -2.034980 -2.062693 1.885615  -0.596
O 0.036207 1.592183 -1.858312  -0.626
O 2.056277 1.775746 -0.205353  -0.616
O 2.132185 -0.070424 -2.047522  -0.659
P 1.298803 0.976068 -1.231640  0.893

Force components x, y, z for each atom (eV/Å):
C -0.3 -2.5 0.2
N 0.2 2.3 0.0
O 1.9 -1.7 1.4
O -0.9 -1.0 -0.1
O -2.3 1.7 2.1
P 1.5 1.2 -3.5

Calculated values
HOMO energy ... -0.0557 Ha
Total charge ... -2
ΔE to the lowest compared entry with this formula, charge and spin ... 32.78 kJ/mol
Gap between HOMO and LUMO ... 0.2973 Ha